Entry 1:
Below is a structure of composition C28H37BN6O3S3TeTi, with properties calculated with ωB97M-V/def2-TZVPD.

Structure (XYZ):
```
80
Properties=species:S:1:pos:R:3:forces:R:3:mulliken_charge:R:1
Ti 0.009088 -0.345508 -0.771389 -0.497 -0.043 -0.268 0.94
C 1.832082 -0.334503 4.411709 -0.007 0.051 -0.043 -1.03
N 0.401272 -0.164569 4.455999 0.032 -0.050 -0.002 0.26
C -0.284812 1.013358 4.220955 0.040 0.001 -0.006 -0.41
C -1.595250 0.711693 4.311014 0.014 -0.085 -0.157 -0.69
N -1.722068 -0.631703 4.589119 -0.013 0.063 0.172 0.23
B -3.090871 -1.375217 4.619426 -0.078 0.083 0.106 -0.07
N -3.151543 -2.355183 3.408383 0.021 -0.056 0.146 0.28
C -3.184454 -3.726445 3.512238 0.055 0.043 -0.040 -0.56
C -3.191963 -4.246297 2.266532 -0.003 -0.002 -0.055 -0.43
N -3.159371 -3.176433 1.391045 0.000 -0.121 -0.033 0.19
C -3.104031 -3.264939 -0.055761 0.080 0.020 -0.067 -0.89
C -3.127684 -2.024717 2.102024 -0.077 0.146 -0.014 -0.08
S -3.112925 -0.470227 1.404765 0.086 -0.056 -0.159 -0.42
C -0.485923 -1.169362 4.713409 -0.033 0.138 0.007 -0.08
S -0.050285 -2.741916 5.162285 0.003 -0.095 -0.003 -0.52
H 2.262843 0.478369 3.827768 -0.014 -0.003 -0.003 0.33
H 2.057892 -1.283869 3.931014 0.008 -0.011 0.014 0.33
H 2.260623 -0.342498 5.416747 0.000 -0.025 0.002 0.31
H 0.220560 1.923624 3.953369 0.001 0.012 -0.014 0.47
H -2.464913 1.316544 4.131773 -0.009 0.005 0.048 0.57
H -3.952271 -0.527771 4.506291 0.013 -0.001 0.015 -0.19
H -3.222486 -2.020021 5.638970 0.043 -0.047 -0.082 -0.20
H -3.148913 -4.204213 4.472996 -0.001 -0.008 0.033 0.42
H -3.181311 -5.262840 1.917521 0.003 -0.012 -0.005 0.42
H -3.581481 -4.196284 -0.361694 0.001 0.000 -0.001 0.32
H -2.070146 -3.239913 -0.413638 -0.071 0.028 0.021 0.16
H -3.628860 -2.414448 -0.489611 0.023 -0.016 0.018 0.32
C -0.289056 3.532066 -1.694224 -0.003 -0.099 -0.031 -0.56
N -1.166007 3.538363 -0.539374 -0.074 0.162 -0.011 -0.11
C -1.238815 2.501601 0.330072 0.025 0.037 0.009 0.05
N -2.203158 2.577896 1.290438 -0.077 -0.018 0.061 -0.32
O -0.414357 1.584470 0.326835 0.115 -0.186 0.097 0.46
H 0.277238 4.466072 -1.739247 -0.004 -0.002 -0.005 0.26
H -0.860839 3.384278 -2.611077 -0.003 0.006 0.000 0.35
H 0.402343 2.696833 -1.598348 -0.052 0.070 -0.016 0.05
H -1.961170 4.153187 -0.566628 0.023 -0.013 -0.017 0.20
H -3.049128 3.072723 1.059749 -0.005 -0.006 -0.014 0.23
H -2.358196 1.695111 1.777780 0.031 -0.031 -0.066 -0.21
C -1.414981 0.018538 -4.330188 0.102 -0.037 -0.056 -1.38
Te -2.324252 0.412660 -2.382739 0.005 0.027 0.044 -0.46
C -2.485564 -2.703259 -4.106386 -0.020 0.027 -0.101 -1.22
C -2.880015 -1.879706 -5.171319 0.083 -0.063 0.109 1.43
C -3.807097 -2.347917 -6.132454 -0.087 0.048 -0.106 -0.74
C -4.197553 -1.575373 -7.207278 -0.010 -0.071 0.047 -0.48
C -3.675136 -0.293600 -7.359498 0.033 0.046 0.019 -0.59
C -2.770359 0.194780 -6.418969 -0.075 -0.007 0.031 -0.61
C -2.362834 -0.553472 -5.323782 0.046 0.038 -0.012 0.83
H -0.589558 -0.663370 -4.118377 -0.058 -0.015 0.057 0.41
H -1.004712 0.955792 -4.702965 0.016 -0.010 -0.012 0.42
H -2.966229 -3.666021 -3.981567 0.021 -0.037 -0.032 0.24
H -1.707059 -2.436158 -3.403220 -0.058 0.030 0.049 -0.06
H -4.209173 -3.348163 -6.013390 0.010 -0.010 0.021 0.32
H -4.907302 -1.967328 -7.926891 -0.004 0.005 -0.009 0.36
H -3.972307 0.323412 -8.199315 0.000 0.006 -0.004 0.35
H -2.374236 1.198569 -6.528634 0.000 0.013 -0.007 0.32
C 7.498763 2.412686 1.473533 -0.002 -0.002 0.006 -1.47
C 6.136889 1.926897 1.051125 -0.012 -0.011 -0.009 0.73
C 5.804083 0.582345 1.116267 -0.015 -0.010 -0.001 -0.89
C 4.553460 0.109632 0.721630 0.042 0.025 -0.017 0.73
C 4.264338 -1.365763 0.829362 -0.046 0.033 -0.011 -1.46
C 3.618794 1.027488 0.227801 0.059 -0.149 -0.006 0.43
C 3.937877 2.384478 0.135513 -0.050 0.090 0.008 0.79
C 2.938642 3.386121 -0.380869 0.024 0.004 0.008 -1.17
C 5.188368 2.815564 0.561958 -0.012 0.020 -0.018 -1.07
C 2.257042 0.535514 -0.179707 0.288 -0.035 0.256 1.10
O 1.752481 0.887856 -1.281336 -0.037 -0.238 -0.038 -0.80
O 1.650002 -0.238204 0.605518 0.042 0.186 -0.018 -0.67
H 8.008886 1.668101 2.085441 0.000 0.000 0.000 0.36
H 7.427631 3.336321 2.051056 -0.003 -0.003 -0.003 0.35
H 8.129737 2.618116 0.604870 0.000 -0.001 -0.001 0.27
H 6.534250 -0.128509 1.491094 0.002 0.001 0.001 0.31
H 5.198371 -1.918303 0.945419 -0.018 -0.004 -0.003 0.43
H 3.729831 -1.744317 -0.041874 -0.002 0.014 -0.012 0.30
H 3.620758 -1.575116 1.683949 -0.002 0.017 0.009 0.18
H 2.010985 3.345733 0.194604 0.005 -0.013 -0.020 0.14
H 2.669227 3.169493 -1.414096 0.045 0.017 0.036 0.24
H 3.346403 4.396028 -0.316781 -0.001 0.013 0.014 0.29
H 5.424447 3.874721 0.508749 0.000 -0.007 0.001 0.31
S 0.275447 -2.303574 -1.675490 0.092 0.182 0.151 -0.94
```
Positions in Å, forces in eV/Å.

Properties
spin multiplicity = 3
<S²> = 2.050
HOMO energy (spin up / spin down) = -1.38 / -1.54 eV
frontier orbital gap (spin up / spin down) = 5.272 / 5.433 eV
charge = -2

Entry 2:
Below is a structure of composition C28H37CrGeIN5O4, with properties calculated with ωB97M-V/def2-TZVPD.

Structure (XYZ):
```
77
Properties=species:S:1:pos:R:3:forces:R:3:mulliken_charge:R:1
Cr -0.612211 -0.562036 -0.496387 -0.757 0.419 -0.169 0.24
N -0.282054 1.408377 -1.221355 -0.039 -0.097 0.130 -0.62
C 0.167578 2.299587 -0.105456 0.040 0.007 -0.410 1.09
C -0.221991 3.768447 -0.328829 -0.081 0.105 0.017 -0.99
C 0.805790 4.854923 0.079483 -0.014 -0.170 0.041 -0.78
C 0.236503 5.871783 1.061504 -0.144 0.015 0.138 -0.89
N -0.024809 5.271809 2.372628 0.175 -0.046 -0.070 0.07
C 0.402604 5.726361 3.543865 -0.102 0.123 0.044 0.87
N 0.358324 4.923294 4.610169 -0.032 0.055 -0.104 -0.34
N 0.877319 6.964829 3.675026 -0.010 -0.028 0.036 -0.37
C -0.349365 1.703733 1.193855 -0.258 -0.963 0.175 0.05
O -0.367163 2.353016 2.213982 -0.063 0.312 0.118 -0.75
O -0.711188 0.434870 1.124649 0.287 0.717 0.103 -0.25
H 0.304778 1.517639 -2.044372 0.124 -0.020 0.022 0.40
H -1.209213 1.723144 -1.505578 -0.044 0.026 -0.103 0.36
H 1.251793 2.203572 -0.040528 0.130 0.013 -0.111 -0.31
H -1.166447 3.950328 0.189834 -0.055 -0.020 -0.025 0.55
H -0.444671 3.886306 -1.390524 0.035 0.040 -0.021 0.42
H 1.111957 5.413382 -0.805888 0.020 -0.056 0.003 0.40
H 1.713813 4.410892 0.497689 -0.068 -0.006 0.025 0.33
H -0.693329 6.279105 0.663029 -0.044 0.068 0.005 0.25
H 0.928118 6.702871 1.175308 0.106 -0.046 -0.023 0.48
H -0.373444 4.318835 2.370589 0.065 -0.156 -0.046 0.14
H 0.023699 3.978785 4.516475 0.022 -0.043 0.010 0.17
H 0.490600 5.285860 5.538647 -0.009 -0.010 0.025 0.22
H 0.751442 7.645344 2.947699 -0.022 0.048 0.012 0.20
H 1.173186 7.310104 4.572619 0.046 -0.013 0.006 0.22
Ge 1.974966 -0.984569 -0.072316 1.304 0.325 0.547 0.37
C 2.313555 -2.678331 0.610532 -0.361 -0.447 0.162 0.79
C 2.889442 -3.673826 -0.197561 -0.055 0.036 0.222 -0.34
C 3.382553 -4.815119 0.402969 -0.007 -0.106 0.096 -0.79
C 3.267065 -4.981650 1.783443 -0.001 0.014 -0.061 -0.47
C 2.664361 -4.009858 2.581737 0.013 -0.083 -0.009 -0.75
C 2.175132 -2.856439 2.001371 0.118 -0.186 -0.233 -0.41
C 2.620721 -0.444643 -1.755877 -0.162 0.188 -0.319 1.12
C 3.289549 0.788038 -1.786210 0.064 -0.059 -0.303 -0.36
C 3.958347 1.175290 -2.942150 -0.034 0.012 0.070 -0.82
C 3.936303 0.352429 -4.062277 -0.017 -0.017 0.007 -0.57
C 3.254553 -0.864700 -4.038476 0.004 0.031 -0.015 -1.11
C 2.588819 -1.263285 -2.892939 0.140 0.114 -0.046 0.17
H 2.184049 0.093968 0.999254 -0.289 0.064 -0.072 -0.10
H 2.982485 -3.542277 -1.268162 0.038 0.016 0.065 0.41
H 3.864064 -5.576768 -0.196829 -0.016 0.002 0.040 0.45
H 3.654580 -5.882026 2.243464 0.004 0.024 -0.010 0.43
H 2.590021 -4.154904 3.651994 0.006 -0.014 -0.043 0.45
H 1.711194 -2.096830 2.617739 0.007 0.071 -0.013 0.49
H 3.335156 1.422273 -0.906504 -0.007 -0.033 -0.012 0.48
H 4.505779 2.110205 -2.965084 -0.035 -0.062 -0.006 0.45
H 4.460008 0.656261 -4.961399 -0.029 -0.024 0.061 0.44
H 3.259415 -1.503861 -4.913233 0.004 0.038 0.034 0.50
H 2.077028 -2.219295 -2.878955 -0.014 0.032 0.008 0.16
N -0.967163 -2.240609 -4.329144 -0.044 -0.184 -0.209 -0.23
C -0.867312 -2.377005 -3.026874 0.002 0.457 0.219 0.47
O -0.644443 -1.343930 -2.329453 -0.058 -0.309 -0.009 -0.30
C -1.042247 -3.734950 -2.423303 -0.036 0.064 0.006 -0.83
I 0.497128 -5.062112 -3.035007 0.176 -0.109 -0.084 0.17
H -0.862230 -1.331818 -4.754048 0.005 0.005 -0.001 0.29
H -1.102932 -3.040891 -4.929961 0.002 0.022 -0.013 0.24
H -1.976011 -4.182067 -2.753158 -0.067 0.021 0.017 0.62
H -1.006250 -3.675476 -1.344421 -0.035 0.064 0.058 -0.09
C -2.128425 -3.574745 2.095631 -0.197 -0.078 0.032 -1.77
C -2.350867 -2.551268 1.036103 0.275 0.037 0.089 0.82
O -1.325675 -2.106584 0.473154 0.038 -0.142 -0.121 -0.06
C -3.684631 -2.101270 0.668094 0.015 -0.121 0.010 0.96
C -4.797956 -2.653261 1.306425 -0.143 -0.028 0.105 -0.57
C -6.077591 -2.256008 0.953495 0.029 0.006 0.022 -0.94
C -6.251933 -1.304838 -0.039845 -0.046 0.052 -0.063 -0.41
C -5.150414 -0.742954 -0.688495 -0.095 -0.063 0.061 -1.14
C -3.881922 -1.146838 -0.337495 -0.066 0.085 0.014 0.13
H -1.065590 -3.749283 2.224399 0.038 0.011 -0.017 0.26
H -2.625819 -4.511192 1.832580 0.002 0.017 0.029 0.44
H -2.563183 -3.232508 3.037386 0.017 -0.027 -0.011 0.48
H -4.675002 -3.392755 2.087880 0.000 0.043 -0.060 0.44
H -6.935020 -2.683796 1.456846 0.038 0.013 -0.040 0.44
H -7.252388 -0.996180 -0.317828 0.045 0.000 0.013 0.44
H -5.297185 0.000582 -1.460637 -0.009 -0.030 0.011 0.44
H -3.045719 -0.703486 -0.865007 0.131 -0.016 -0.058 0.53
```
Positions in Å, forces in eV/Å.

Properties
spin multiplicity = 5
<S²> = 6.026
HOMO energy (spin up / spin down) = -16.53 / -16.48 eV
frontier orbital gap (spin up / spin down) = 7.599 / 6.341 eV
charge = +3

Entry 3:
Below is a structure of composition C28H37GaN4O4Sb, with properties calculated with ωB97M-V/def2-TZVPD.

Structure (XYZ):
```
75
Properties=species:S:1:pos:R:3:forces:R:3:mulliken_charge:R:1
Ga -0.071807 -0.861756 -1.568403 0.160 0.322 -0.016 1.01
O 1.155293 5.852844 -2.002103 1.142 0.583 -0.213 -0.67
C 0.068593 5.340244 -1.861303 -0.381 -1.515 -0.442 0.30
O -0.999407 5.632044 -1.347403 -0.884 0.514 0.395 -0.67
C 0.016093 3.775544 -2.315603 0.395 0.470 0.774 -0.29
C -1.194107 3.097444 -2.270003 0.057 -0.696 -0.361 -1.14
C -1.177007 1.707644 -2.284203 0.612 0.826 0.047 1.45
N -0.015607 1.039144 -2.199603 -0.105 -0.136 0.112 0.63
C 1.160993 1.672744 -2.248903 -0.269 0.547 -0.324 1.10
C 1.210293 3.055144 -2.356403 -0.328 -0.314 -0.154 -1.01
C 2.316093 0.765144 -2.262203 0.624 -0.125 0.063 0.08
C 3.609493 1.184344 -2.561403 -0.217 -0.084 0.024 -0.75
C 4.624393 0.244744 -2.621103 -0.184 -0.136 0.078 -0.72
C 4.317593 -1.091756 -2.406003 -0.064 0.108 0.045 -1.14
C 3.012693 -1.430356 -2.102203 0.186 -0.231 -0.052 -0.02
N 2.044093 -0.525756 -2.005003 -0.424 0.129 0.030 0.39
C -2.344507 0.840344 -2.364003 -0.823 -0.402 0.137 0.28
C -3.595307 1.282144 -2.792503 0.414 -0.101 0.116 -1.09
C -4.643507 0.383344 -2.829503 0.082 -0.249 0.094 -0.61
C -4.415907 -0.940156 -2.465903 -0.016 0.138 -0.049 -1.25
C -3.143207 -1.313856 -2.085403 -0.066 -0.311 0.044 0.09
N -2.138107 -0.444456 -2.013103 0.314 0.170 -0.066 0.33
H -2.104907 3.671644 -2.193503 -0.071 0.087 0.027 0.54
H 2.128993 3.616544 -2.431503 0.110 0.078 0.097 0.57
H 3.813493 2.222844 -2.766903 -0.035 0.088 0.013 0.55
H 5.636093 0.546644 -2.844503 0.066 0.034 -0.046 0.50
H 5.070493 -1.858856 -2.469503 0.077 -0.099 -0.019 0.48
H 2.724393 -2.462156 -1.949803 0.024 -0.013 0.032 0.67
H -3.719107 2.303344 -3.114903 -0.030 0.099 0.037 0.53
H -5.623607 0.701144 -3.150603 -0.071 0.027 -0.030 0.49
H -5.207307 -1.671556 -2.492203 -0.040 -0.073 -0.022 0.49
H -2.902807 -2.342956 -1.833103 -0.090 0.101 -0.021 0.63
O -0.100107 -2.939456 -1.760003 -0.009 1.123 0.229 -0.23
N -0.091207 -2.920556 -3.020503 0.022 -0.652 -1.113 0.09
O -0.066607 -1.783556 -3.509003 -0.045 -0.256 0.901 -0.22
C 0.276093 2.409444 1.277997 -0.230 -0.161 -0.117 -2.43
C 1.026993 1.243144 1.895797 -0.233 -0.391 -0.237 1.87
C 2.446793 1.196944 1.357997 -0.049 -0.278 -0.090 -1.93
C 1.027593 1.348244 3.407797 -0.124 -0.250 0.001 -1.45
Sb 0.007193 -0.675356 1.201097 -0.051 -0.011 0.344 -0.57
C 1.143193 -2.482256 1.977497 -0.276 0.483 -0.225 1.81
C 0.292593 -3.714756 1.729097 -0.202 0.177 -0.090 -1.69
C 2.411793 -2.577756 1.150997 -0.069 0.214 -0.154 -1.71
C 1.466293 -2.320656 3.449897 -0.096 0.215 -0.033 -1.69
C -2.130607 -0.744156 1.959597 0.533 0.053 -0.245 1.65
C -2.189307 -0.700756 3.475297 0.251 0.023 -0.065 -1.49
C -2.735107 -2.029556 1.418097 0.243 -0.089 -0.065 -1.58
C -2.852707 0.455144 1.368097 0.252 0.151 -0.119 -1.84
H 0.834793 3.331944 1.433197 0.116 0.095 0.046 0.56
H -0.701407 2.547644 1.732897 -0.086 0.039 -0.023 0.33
H 0.149393 2.287444 0.203197 -0.054 0.083 -0.077 0.69
H 2.939493 2.148644 1.554097 0.021 0.149 0.054 0.55
H 2.457993 1.036444 0.278997 0.110 -0.005 0.015 0.48
H 3.031293 0.418044 1.844097 0.105 -0.064 -0.024 0.31
H 1.543593 2.263244 3.698597 0.063 0.133 -0.006 0.45
H 1.545793 0.513944 3.871997 0.039 -0.041 0.116 0.26
H 0.018193 1.400044 3.807497 -0.060 0.026 0.085 0.31
H -0.032707 -3.767456 0.688297 -0.079 -0.115 0.036 0.27
H -0.572207 -3.739656 2.386397 -0.098 -0.058 0.010 0.32
H 0.884593 -4.606356 1.937597 0.113 -0.075 0.031 0.53
H 2.164693 -2.761156 0.106297 0.066 -0.039 -0.051 0.30
H 3.013393 -3.414956 1.502997 0.055 -0.145 0.070 0.58
H 3.021693 -1.678956 1.221697 0.084 0.037 -0.050 0.26
H 0.580593 -2.086856 4.037297 -0.008 0.006 0.125 0.28
H 2.210193 -1.541856 3.603797 0.041 0.056 0.101 0.34
H 1.879893 -3.254556 3.830397 0.071 -0.121 0.021 0.48
H -1.622807 -1.512356 3.928397 0.007 -0.051 0.080 0.28
H -3.227207 -0.801056 3.795097 -0.117 0.002 0.025 0.45
H -1.812407 0.247644 3.852997 -0.018 0.005 0.118 0.29
H -2.433107 -2.889456 2.008097 0.022 -0.118 -0.043 0.31
H -2.442207 -2.196956 0.379597 -0.109 -0.127 0.017 0.22
H -3.822007 -1.972356 1.456597 -0.163 0.059 0.021 0.52
H -2.459807 1.392744 1.754597 -0.021 0.083 -0.026 0.30
H -3.908507 0.409344 1.634497 -0.135 -0.054 0.064 0.57
H -2.787007 0.471344 0.279797 -0.046 0.055 -0.005 0.45
```
Positions in Å, forces in eV/Å.

Properties
HOMO energy = -10.44 eV
frontier orbital gap = 6.447 eV
charge = +1

Question: The lowest charge belongs to which entry?
Answer: C28H37BN6O3S3TeTi

Question: Look up the charge of the second one.
Answer: +3